Molecular formula: C11H15F6NO2
Method: DFT, ωB97M-V/def2-TZVPD

**HOMO energy**: -10.83 eV
**SMILES**: C[C@H](O)[C@H](CCCCC#N)C(O)(C(F)(F)F)C(F)(F)F
**Kohn-Sham gap**: 11.36 eV

Structure (XYZ):
```
35
Properties=species:S:1:pos:R:3:forces:R:3
F 2.392444 -0.268949 -1.734799 0.006 -0.163 0.704
H -2.078527 -3.282738 -0.590382 -0.268 0.012 -0.623
H -1.954128 -0.780304 -0.506601 -0.187 -0.127 0.647
H 0.647325 1.475506 -2.846356 -0.357 0.058 0.551
O 0.668405 2.126222 -2.126748 0.355 0.623 0.503
F 3.890981 0.120889 -0.184451 -0.595 0.313 -0.321
C -1.627847 1.720043 -1.804083 0.141 0.204 0.727
C 2.767104 0.615896 -0.778879 0.495 0.027 -1.456
C 0.155800 0.655784 -0.251882 0.397 0.023 0.795
H 2.735130 -0.358450 1.497869 0.727 0.047 0.196
C -1.075549 -2.142116 0.938013 -0.316 0.276 0.632
C -1.190286 -4.591145 0.740059 1.751 -3.318 1.145
C 1.637856 0.775153 0.304074 0.459 -0.739 0.654
O 1.823619 -0.336825 1.228396 -1.441 0.936 -1.352
C 1.940041 2.059755 1.123111 0.093 0.270 0.916
F 3.157375 1.701058 -1.490599 -0.141 -0.569 1.231
H -1.771610 2.553471 -2.495824 0.088 0.010 0.269
H -2.441834 1.690116 -1.094465 -0.419 -0.033 0.088
C -0.863299 0.413006 0.907554 -0.369 -0.466 -0.945
C -1.900357 -3.356356 0.464331 -0.235 0.469 1.062
H -0.371030 2.720824 -0.400819 0.528 0.091 -0.503
H -1.635835 0.817298 -2.381573 -0.060 -0.672 -0.386
F 3.031509 1.840721 1.957366 -1.159 0.405 -1.094
F 0.899767 2.389207 1.916269 0.340 -0.392 0.011
N -0.621550 -5.576866 1.045126 -1.640 2.917 -1.011
F 2.175470 3.141822 0.387328 0.282 -0.255 0.016
H -2.679900 -0.690932 1.153324 0.333 -0.272 -0.493
H 0.167932 -0.251273 -0.888401 0.100 0.452 0.243
H -0.095277 -2.154479 0.473614 0.297 -0.246 0.071
H -0.391396 0.262729 1.855552 0.430 -0.053 0.487
H -2.874751 -3.404713 1.007119 0.592 0.102 -0.510
H -1.554455 1.251227 1.033511 0.356 0.215 -0.168
H -0.946068 -2.187339 2.046025 0.091 -0.071 -0.801
C -1.732391 -0.813272 0.584558 -0.646 0.266 -0.044
C -0.284666 1.865029 -1.087336 -0.029 -0.338 -1.238
```
Forces are in eV/Å.

Atom charges from the Mulliken analysis, given in e for atoms 1 to 4:
1 F -0.301
2 H 0.342
3 H 0.185
4 H 0.400


Molecular formula: C31H47NO3P2STm
Method: DFT, ωB97M-V/def2-TZVPD

**<S²>**: 2.003
**HOMO energy (spin up / spin down)**: -9.50 / -9.50 eV
**Total charge**: +1
**Spin multiplicity**: 3
**Kohn-Sham gap (spin up / spin down)**: 5.80 / 5.88 eV

Structure (XYZ):
```
86
Properties=species:S:1:pos:R:3:forces:R:3
H 0.641536 1.993486 2.279275 -0.361 -0.017 0.020
H 4.096542 4.561132 0.294223 -0.207 -0.058 0.131
O -0.325076 -3.410889 0.353858 0.014 -0.157 0.081
H 3.893680 1.977664 -1.725781 0.182 0.085 -0.120
H 1.808502 8.563105 -3.244730 -0.102 -0.099 0.092
C 3.237567 -7.176716 0.605158 -0.334 0.204 0.100
N -1.053861 -5.298123 1.455289 0.215 1.048 -0.397
H 5.190923 3.221234 -1.631056 -0.125 -0.207 -0.106
H 4.350550 -5.631996 -0.408915 -0.271 -0.024 0.075
C 0.538356 1.055094 -0.386934 0.270 -0.488 -0.198
H 0.234624 -1.978689 2.822957 0.121 0.306 -0.361
C -3.451567 -2.951116 0.395933 -0.988 0.796 0.833
H 2.418468 0.057209 -0.133263 -0.277 0.242 0.302
C 3.990186 5.708675 -2.327505 -0.056 -0.085 0.015
C 3.395107 -5.891748 0.045169 -0.061 -0.422 0.197
H -4.187658 1.413354 0.984714 -0.187 -0.100 -0.208
H -4.182154 -0.670153 -2.145838 -0.005 -0.271 -0.004
O -0.489769 -6.860862 3.401357 -0.138 0.283 -0.574
H 0.552484 0.568527 -1.375067 0.004 0.119 0.214
H -0.902950 -0.127079 3.838964 0.348 0.074 -0.271
H 4.422695 2.828485 -3.201771 -0.007 -0.044 0.247
H 1.841798 6.076699 -6.163539 -0.061 0.057 -0.035
C 1.143181 -5.344194 0.676595 0.917 -0.150 -0.302
P 1.622721 6.159054 -3.752193 0.214 0.873 -0.511
C -1.237285 1.459294 1.368390 -0.307 -0.668 -0.669
H 1.370665 7.612435 -1.792287 -0.058 0.090 -0.088
O -1.318054 -7.841718 1.283021 0.196 0.738 0.233
C 3.060296 4.398209 -0.027642 0.159 -0.032 0.136
H 3.906460 5.816128 -4.502991 -0.039 0.034 0.184
C -3.764093 -1.762456 -0.348660 -0.834 -0.023 1.354
C 1.461882 6.815867 -5.455664 -0.087 0.032 -0.134
C -3.685884 -0.421076 3.154810 0.184 0.326 0.415
C -3.232735 -2.566527 1.773665 -1.526 0.176 -0.936
C -3.845050 -0.670348 0.577557 -0.242 -1.082 0.416
H -3.041449 -5.031577 0.530821 -0.250 0.074 -0.269
H -4.329018 0.949772 -0.728632 -0.131 0.128 0.217
H 5.035755 5.393639 -2.435820 -0.142 0.107 0.174
H 2.009368 7.752508 -5.586110 -0.027 -0.014 -0.049
H 2.010356 1.092150 1.222043 -0.172 -0.368 -0.153
C 4.251732 2.935682 -2.123072 0.043 -0.070 0.120
H 3.749868 7.391179 -3.707997 0.017 -0.231 -0.049
C 1.151313 -0.893352 1.243328 -0.403 -0.498 0.600
H 1.568660 -1.825306 0.829471 -0.515 0.324 0.199
C 1.208055 7.726876 -2.868342 -0.201 -0.110 0.053
H -4.729917 -0.491569 3.509265 0.384 -0.049 -0.202
C 2.349772 -4.966739 0.071039 -0.533 -0.225 0.313
H 4.054832 -7.902832 0.570866 -0.264 0.363 -0.027
P 2.958460 4.217501 -1.852218 0.438 -0.166 0.234
C -0.014471 0.165302 3.250042 -0.666 0.279 0.158
C -0.882905 1.094105 0.114257 -0.216 0.192 0.321
H -2.879395 -4.359177 -1.093943 -0.159 -0.199 0.034
C 3.481960 6.328824 -3.628878 -0.346 -0.154 -0.180
H 3.950856 6.437309 -1.506315 -0.070 -0.152 -0.162
C 1.582689 0.354781 0.525813 0.880 0.312 -0.281
H 2.656511 3.494209 0.447129 0.124 0.185 0.045
H 0.889732 2.086585 -0.573635 -0.204 -0.322 0.005
C -3.474182 -4.316269 -0.172298 0.211 -0.514 -0.196
H -2.269336 1.760531 1.581230 0.286 -0.554 -0.224
H -4.040194 -3.810236 3.318829 0.256 0.178 -0.109
H -5.079162 -2.195004 -1.961779 0.253 0.088 -0.118
C -4.110267 -1.705229 -1.792043 -0.002 -0.024 -0.406
H -2.494264 -4.366270 2.612950 -0.289 0.252 0.325
H -5.616012 0.524810 0.417508 0.456 -0.023 -0.027
H -3.355284 -2.227592 -2.394891 -0.250 0.029 -0.127
C 2.029016 -7.537875 1.224058 0.078 0.273 -0.129
H 0.775828 0.353058 4.004074 -0.258 -0.163 -0.377
H -2.514226 -2.990140 3.734299 -0.120 -0.165 0.022
H -3.454106 0.643912 3.034953 -0.088 -0.166 0.160
Tm -1.522499 -1.655201 0.396807 2.964 0.957 0.077
H 0.404530 6.987266 -5.667030 0.060 0.007 -0.095
C -0.311305 1.515163 2.538308 0.268 0.786 0.749
C -0.122029 -4.608568 0.822699 -1.526 -1.285 0.841
H 0.147696 7.938667 -3.041716 0.132 0.064 0.147
C 1.006835 -6.600840 1.245621 1.221 -0.708 -0.113
C 0.397446 -0.983577 2.372592 0.913 -0.018 -0.299
C -3.064444 -3.483794 2.925550 0.338 -0.461 0.329
H -1.657149 0.956092 -0.663271 0.100 0.555 0.339
H 2.430747 -3.969105 -0.356386 0.158 -0.246 -0.016
H -4.505663 -4.601282 -0.417559 0.207 0.014 0.013
H 1.852107 -8.509907 1.686736 0.296 0.201 -0.212
C -3.490306 -1.159256 1.877573 -0.535 -0.476 -0.931
H -0.796234 2.162070 3.290578 0.379 -0.193 -0.218
C -4.521215 0.624230 0.300491 0.106 0.554 -0.202
H -3.042350 -0.824416 3.946046 -0.218 0.128 -0.085
H 2.445920 5.255803 0.272894 0.121 -0.191 0.015
S -0.584748 -6.808864 1.966967 0.344 0.141 -0.370
```
Forces are in eV/Å.

Atom charges from the Mulliken analysis, given in e for atoms 1 to 4:
1 H 0.184
2 H 0.428
3 O -0.505
4 H 0.182


Molecular formula: C4H7N3
Method: DFT, ωB97M-V/def2-TZVPD

**HOMO energy**: -8.08 eV
**Kohn-Sham gap**: 8.99 eV

Structure (XYZ):
```
14
Properties=species:S:1:pos:R:3:forces:R:3
H 0.683456 -0.506054 -0.826725 -0.011 0.175 0.098
H -0.986039 -0.481476 -1.916674 0.049 -0.001 0.168
H -0.422979 -0.469203 2.273864 0.080 0.074 -0.130
N 1.379759 0.432458 -0.284697 0.436 -0.116 -0.094
C 1.362336 -0.108448 1.060346 -0.184 -0.074 -0.005
N -1.881305 0.357842 -0.136151 0.060 0.225 0.004
H 2.271454 0.731410 -0.670989 -0.144 -0.027 0.092
N 0.342318 1.373922 -0.426913 -0.122 -0.019 0.031
C -0.561369 0.613498 0.246569 -0.108 -0.070 0.126
H -1.301621 -1.676335 -0.547704 0.076 0.163 -0.020
C 0.077229 -0.047176 1.413216 0.136 -0.004 -0.040
H 2.226920 -0.609599 1.473258 -0.130 0.104 -0.054
H -2.174782 1.057422 -0.814438 0.030 -0.081 0.064
C -1.015376 -0.668260 -0.842962 -0.168 -0.348 -0.241
```
Forces are in eV/Å.

Atom charges from the Mulliken analysis, given in e for atoms 1 to 4:
1 H 0.399
2 H 0.383
3 H 0.412
4 N 0.059


Molecular formula: C21H43BiGeN2O5Se2Te2
Method: DFT, ωB97M-V/def2-TZVPD

**<S²>**: 0.759
**HOMO energy (spin up / spin down)**: -10.29 / -10.44 eV
**Total charge**: +1
**Spin multiplicity**: 2
**Kohn-Sham gap (spin up / spin down)**: 7.21 / 5.53 eV

Structure (XYZ):
```
77
Properties=species:S:1:pos:R:3:forces:R:3
H 4.101991 -1.368193 -3.762282 -0.011 -0.007 0.005
H -4.107686 4.336397 0.171949 0.022 -0.040 0.003
H 4.456966 -2.588381 1.090562 -0.038 -0.004 -0.013
H -1.049969 1.298194 3.941009 0.009 -0.009 -0.001
Se -1.554559 1.144082 -3.146635 -0.136 0.130 -0.476
O -1.839772 -0.889148 0.036159 -0.204 0.299 0.151
H 2.722455 2.985923 -3.283033 -0.057 0.011 0.031
H -0.449395 3.942775 1.035702 -0.051 -0.018 0.014
H -0.805246 3.902047 -1.482719 -0.047 -0.012 0.005
H -4.325491 -0.683244 1.340631 -0.010 -0.004 -0.007
C 2.610924 -1.926710 0.254006 -0.152 -0.002 -0.025
H -4.245680 2.749859 -0.602130 0.039 0.042 0.035
O 2.813675 -0.252676 -2.580570 0.046 -0.065 0.026
H 0.811051 -1.075849 4.170015 -0.013 0.010 -0.029
H 4.559215 -1.252649 -2.045764 -0.007 -0.002 -0.025
C -3.105444 -1.593827 -0.231545 0.184 -0.025 -0.007
H 0.761141 -1.668380 2.502190 -0.022 0.045 0.061
Se 0.228139 -2.345800 -2.905974 -0.109 -0.328 -0.300
H -2.077506 5.084708 -1.122617 0.015 -0.020 -0.033
H -3.700555 -3.507847 -0.984040 0.064 -0.006 0.006
H 3.170473 -2.255973 -2.539693 0.001 0.017 0.004
H -0.293444 -3.404228 0.305726 0.075 0.015 0.003
O -0.134444 0.645091 1.412165 0.583 -0.118 0.266
C -2.235648 3.265412 0.006755 0.113 -0.078 -0.058
C -3.882846 -0.863815 -1.313054 -0.038 0.005 -0.046
H 0.565893 1.409396 4.634738 -0.011 -0.003 -0.035
O 1.390538 2.012377 -2.015402 -0.058 0.164 0.285
H -3.410915 -0.992188 -2.290493 -0.013 0.003 0.036
C 3.714568 -1.335559 -2.740133 0.085 0.041 -0.047
H 1.708006 1.699517 -3.970017 -0.001 -0.019 -0.032
H -2.445794 3.669938 -2.112082 -0.018 -0.013 -0.009
H -3.286653 -2.008811 1.886652 -0.039 0.006 -0.034
H -4.898559 -1.262444 -1.371262 0.050 0.008 -0.021
C 1.871607 2.692871 -0.859492 -0.034 0.011 -0.124
H 2.793740 2.245714 -0.479332 0.023 -0.016 0.010
C 2.005783 0.762140 2.439110 0.117 0.020 0.043
H -0.732466 -1.163510 3.310828 0.026 0.015 -0.001
C 2.842071 -3.991352 1.440368 0.110 -0.138 0.107
C -3.751469 3.304156 0.200719 -0.024 -0.091 -0.065
H 2.133172 1.776653 2.057265 -0.004 -0.010 0.028
H -4.743622 -2.348021 0.935253 0.043 0.011 -0.021
H 4.081415 1.305238 -2.075747 0.015 -0.023 0.022
H -1.887819 4.933363 1.346646 0.029 -0.041 -0.023
H 2.418174 0.060546 1.714282 -0.013 0.045 0.039
N 1.302881 -2.126997 0.032374 0.095 0.020 -0.038
C 1.474463 -4.203617 1.200396 -0.008 -0.043 0.004
H 0.981779 -5.097907 1.560303 0.010 0.024 -0.014
C 0.534878 0.476128 2.685608 -0.114 0.015 -0.154
C 3.407284 -2.808084 0.939051 0.058 -0.009 0.019
H -2.070534 -3.032384 -1.481925 -0.037 0.001 0.021
Te -1.635138 -2.532363 -4.549451 0.068 -0.043 0.088
H -3.941085 0.203553 -1.092724 -0.009 -0.008 0.019
H -1.722316 3.359860 2.122014 -0.030 0.056 -0.014
Bi -0.070197 -0.338655 -1.129710 0.067 0.095 0.345
H 2.575141 0.668867 3.367173 -0.009 -0.003 -0.050
H 4.002767 0.940282 -3.802958 0.001 -0.084 0.007
C 0.762611 -3.263470 0.502623 -0.008 0.126 -0.099
N 3.583320 -4.888995 2.129682 -0.083 0.101 -0.078
H 3.182193 -5.748555 2.456178 -0.012 -0.006 0.004
H 0.100722 2.499366 3.321436 0.006 -0.040 0.018
C 0.332889 -0.944565 3.196403 0.001 -0.067 0.015
Te -1.785306 0.044577 -5.296698 0.015 0.132 0.247
H -2.375557 -3.587586 0.178770 -0.044 0.042 -0.033
Ge -1.968414 0.825466 1.326366 -0.371 -0.476 0.347
H 4.566565 -4.749110 2.271409 0.004 0.009 -0.001
O -1.771343 1.896320 -0.144411 -0.202 0.369 -0.466
C -1.529955 3.911886 1.197334 0.012 0.046 0.051
H -4.056741 2.874378 1.157007 0.042 -0.024 -0.003
C -3.911964 -1.652165 1.064369 0.062 0.055 0.033
C 2.298538 1.991433 -3.101437 -0.108 0.076 0.038
H 1.100005 2.609472 -0.095229 -0.023 -0.030 -0.030
C -2.782329 -3.013134 -0.657829 -0.056 -0.158 -0.010
C 3.407560 0.997593 -2.884218 0.072 -0.082 -0.022
C -1.868400 4.021381 -1.258153 0.082 0.078 -0.036
C -0.000205 1.481294 3.703620 0.007 0.063 0.021
H 3.027659 -1.008945 -0.147857 -0.036 -0.049 0.021
H 2.052216 3.746888 -1.088229 0.011 0.008 0.005
```
Forces are in eV/Å.

Atom charges from the Mulliken analysis, given in e for atoms 1 to 4:
1 H 0.336
2 H 0.462
3 H 0.395
4 H 0.375


The records above yield relative energy (zero: lowest compared OMol25 entry of this formula, charge and spin) values of 0.000 0.000 5.594 0.296 eV, respectively.